ORCA calculation (ωB97M-V/def2-TZVPD) on a molecular structure, C37H58AsCl2CsN8O4PS2Si2 in a non-equilibrium geometry.

Properties
Gap between HOMO and LUMO, eV: 5.465
Net charge: -1
Energy relative to the best compared isomer or geometry (same formula, charge and spin), kJ/mol: 138.8

Last column: Mulliken charge in e.
Geometry (Å):
1 Cs 0.215 0.167 -0.221  2.5278
2 O 5.102 3.293 2.144  -0.5851
3 C 5.614 2.526 1.212  0.5142
4 O 6.778 2.593 0.876  -0.6625
5 C 4.718 1.528 0.539  -0.1636
6 C 5.171 0.777 -0.513  -0.8150
7 N 4.160 -0.029 -0.883  -0.1480
8 N 3.064 0.129 -0.134  0.2306
9 C 3.375 1.076 0.745  0.6856
10 C 2.316 1.535 1.732  0.1679
11 O 2.583 2.555 2.413  -1.0780
12 O 1.259 0.869 1.780  -0.1204
13 H 4.111 3.084 2.305  0.4787
14 H 6.133 0.785 -1.000  0.5492
15 H 4.138 -0.698 -1.632  0.0638
16 N 2.482 -3.565 1.018  -0.0157
17 P 1.637 -2.168 1.681  0.6108
18 C 0.054 -2.935 2.205  0.3207
19 C -0.830 -2.100 2.886  -0.5333
20 C -2.075 -2.567 3.282  -0.0613
21 C -2.448 -3.874 3.000  -0.7493
22 C -1.573 -4.710 2.314  -0.6553
23 C -0.328 -4.241 1.913  -0.5283
24 C 2.456 -2.241 3.344  -0.0970
25 C 2.549 -3.441 4.058  -0.4294
26 C 3.149 -3.481 5.305  -0.7097
27 C 3.654 -2.313 5.872  -0.4122
28 C 3.556 -1.116 5.183  -0.8233
29 C 2.963 -1.082 3.924  -0.0226
30 C 2.290 -3.816 -0.326  0.2238
31 C 3.099 -4.687 -1.072  -0.8627
32 C 2.785 -4.891 -2.398  -0.4999
33 C 1.691 -4.240 -2.964  -0.6665
34 C 0.956 -3.399 -2.149  -0.6409
35 N 1.240 -3.188 -0.861  0.1676
36 H 3.368 -3.826 1.417  0.3013
37 H -0.544 -1.073 3.101  0.1470
38 H -2.761 -1.895 3.783  0.3596
39 H -3.424 -4.236 3.300  0.3998
40 H -1.865 -5.728 2.082  0.4100
41 H 0.345 -4.895 1.370  0.3129
42 H 2.126 -4.347 3.637  0.3544
43 H 3.209 -4.417 5.847  0.3925
44 H 4.112 -2.341 6.854  0.3729
45 H 3.932 -0.200 5.620  0.4602
46 H 2.876 -0.139 3.406  0.2184
47 H 3.942 -5.181 -0.605  0.4638
48 H 3.391 -5.562 -2.997  0.3880
49 H 1.423 -4.374 -4.002  0.5108
50 H 0.105 -2.854 -2.545  0.5083
51 C -2.903 2.580 -2.967  -0.8658
52 N -2.607 2.985 -1.609  -0.0684
53 C -1.535 3.752 -1.258  0.6132
54 S -0.507 4.464 -2.404  -0.4627
55 N -1.389 3.859 0.071  -0.0081
56 C -0.244 4.459 0.741  -1.1125
57 H -3.922 2.184 -2.991  0.3054
58 H -2.215 1.813 -3.337  0.1163
59 H -2.838 3.439 -3.628  0.4093
60 H -2.929 2.367 -0.872  -0.0052
61 H -1.903 3.185 0.631  -0.3581
62 H 0.421 4.894 0.004  0.4019
63 H 0.298 3.707 1.322  0.3295
64 H -0.578 5.243 1.425  0.2988
65 Cl -2.130 -0.769 -2.009  -0.2869
66 C -3.455 -1.206 -3.098  -0.6987
67 Cl -3.157 -0.767 -4.793  -0.1608
68 H -4.339 -0.687 -2.757  0.2579
69 H -3.582 -2.278 -3.052  0.4743
70 C 3.439 -1.288 -5.427  -0.7940
71 N 2.735 -0.199 -6.090  0.1406
72 C 2.491 -0.498 -7.501  -1.0663
73 C 1.633 0.346 -5.415  -0.4566
74 S 0.848 -0.435 -4.169  0.2215
75 N 1.240 1.552 -5.865  0.2801
76 C 0.010 2.162 -5.357  -1.2809
77 C 2.110 2.458 -6.611  -1.1987
78 H 4.354 -1.482 -5.990  0.3235
79 H 2.843 -2.204 -5.376  0.3444
80 H 3.698 -0.998 -4.413  0.1205
81 H 1.919 -1.428 -7.608  0.2918
82 H 3.443 -0.613 -8.020  0.3626
83 H 1.933 0.302 -7.978  0.3487
84 H -0.777 1.417 -5.290  0.2476
85 H -0.291 2.951 -6.047  0.4297
86 H 0.151 2.592 -4.364  0.4868
87 H 3.123 2.071 -6.638  0.3841
88 H 2.116 3.429 -6.113  0.4390
89 H 1.751 2.604 -7.632  0.3117
90 C -2.656 3.699 3.814  -1.1697
91 Si -2.398 1.829 3.757  0.2698
92 C -0.725 1.491 4.541  -0.9870
93 C -3.680 1.137 4.962  -1.1394
94 As -2.498 0.985 1.612  0.2428
95 Si -4.780 0.888 1.430  -0.0530
96 C -5.756 2.443 1.849  -1.1258
97 C -5.211 0.462 -0.367  -0.6162
98 C -5.622 -0.499 2.395  -1.0767
99 H -2.902 4.043 4.827  0.4087
100 H -3.466 3.997 3.140  0.2255
101 H -1.745 4.217 3.489  0.2483
102 H -0.518 2.233 5.322  0.4532
103 H 0.082 1.538 3.801  -0.0553
104 H -0.703 0.496 5.004  0.2740
105 H -3.458 1.488 5.977  0.4049
106 H -3.681 0.042 4.970  0.2554
107 H -4.690 1.472 4.701  0.2458
108 H -5.376 3.312 1.301  0.3158
109 H -5.668 2.667 2.920  0.2455
110 H -6.820 2.320 1.614  0.3654
111 H -4.801 1.186 -1.083  -0.0276
112 H -6.297 0.419 -0.516  0.4024
113 H -4.788 -0.523 -0.595  0.0497
114 H -5.529 -0.351 3.475  0.3023
115 H -5.156 -1.462 2.153  0.1913
116 H -6.690 -0.558 2.148  0.3737

ORCA calculation (ωB97M-V/def2-TZVPD) on 8 unconnected molecules or ions with the total composition C37H59BCl3F4N8O5 in a non-equilibrium geometry.

Properties
2S+1: 2
Gap between HOMO and LUMO (spin up / spin down), eV: 2.545 / 5.062
Net charge: +2

Last column: Mulliken spin population.
Geometry (Å):
1 C 8.661 7.529 0.676  0.0000
2 N 7.731 6.309 0.639  0.0000
3 C 6.573 6.365 -0.049  0.0000
4 C 5.758 5.158 -0.172  0.0000
5 C 6.058 3.992 0.431  -0.0005
6 C 7.337 3.978 1.042  0.0001
7 C 8.187 5.105 1.133  -0.0001
8 C 5.140 2.813 0.484  0.0011
9 C 3.810 3.033 0.928  0.0006
10 C 2.872 1.986 0.903  0.0014
11 N 3.207 0.818 0.522  -0.0159
12 C 4.503 0.507 0.047  0.0007
13 C 5.470 1.517 0.142  -0.0004
14 C 2.212 -0.249 0.742  -0.0200
15 H 9.456 7.304 1.387  0.0000
16 H 8.173 8.486 0.859  0.0000
17 H 9.157 7.630 -0.290  0.0000
18 H 6.260 7.331 -0.416  0.0000
19 H 4.803 5.286 -0.660  0.0000
20 H 7.628 3.044 1.499  0.0000
21 H 9.151 5.130 1.620  0.0000
22 H 3.502 4.014 1.259  0.0001
23 H 1.923 2.265 1.336  0.0050
24 H 4.677 -0.494 -0.318  0.0009
25 H 6.512 1.279 -0.011  0.0000
26 H 2.469 -0.913 1.567  0.0052
27 H 2.210 -0.876 -0.149  -0.0025
28 H 1.211 0.129 0.953  0.0296
29 C 1.589 -6.224 -0.403  -0.0140
30 N 1.046 -5.087 0.428  0.1406
31 C 1.735 -4.591 1.503  0.0749
32 C 1.107 -3.548 2.259  0.0202
33 C -0.168 -3.059 1.872  0.0726
34 C -0.788 -3.532 0.732  0.1073
35 C -0.155 -4.560 0.022  0.0410
36 C -0.774 -1.937 2.654  0.0428
37 C -1.363 -0.884 2.034  0.0644
38 C -1.947 0.134 2.813  0.0878
39 N -1.890 0.164 4.174  0.1359
40 C -1.340 -0.922 4.839  0.0890
41 C -0.807 -1.965 4.024  0.0067
42 C -2.358 1.213 5.032  0.0062
43 H 0.823 -6.751 -0.971  0.0030
44 H 2.200 -6.911 0.184  0.0033
45 H 2.304 -5.971 -1.186  0.0055
46 H 2.755 -4.872 1.716  0.0161
47 H 1.546 -3.171 3.171  0.0048
48 H -1.755 -3.164 0.423  0.0234
49 H -0.617 -4.860 -0.906  0.0165
50 H -1.407 -0.864 0.955  -0.0102
51 H -2.322 0.997 2.283  0.0128
52 H -1.161 -0.870 5.903  0.0152
53 H -0.219 -2.620 4.650  0.0150
54 H -2.950 1.896 4.424  0.0041
55 H -1.444 1.767 5.245  -0.0015
56 H -2.920 0.818 5.879  -0.0008
57 B -0.272 0.694 -1.695  0.0073
58 F -0.544 1.406 -2.869  0.0000
59 F 0.649 1.462 -0.945  -0.0041
60 F -1.371 0.504 -0.943  0.0047
61 F 0.282 -0.517 -1.911  -0.0018
62 O 2.436 5.473 -0.545  0.0000
63 C 1.548 4.958 -1.167  0.0000
64 N 0.558 4.531 -0.490  -0.0001
65 C 1.657 4.569 -2.617  0.0000
66 H 0.246 4.700 0.455  -0.0001
67 H 0.126 3.708 -0.885  0.0000
68 H 2.385 5.235 -3.080  0.0000
69 H 0.708 4.840 -3.080  0.0000
70 H 1.981 3.540 -2.774  -0.0001
71 O -4.420 4.513 -2.386  0.0000
72 C -3.667 3.573 -2.187  0.0000
73 N -2.412 3.746 -2.276  0.0001
74 C -4.206 2.143 -2.250  0.0000
75 H -1.754 2.981 -2.309  0.0000
76 H -2.255 4.734 -2.418  0.0000
77 H -5.090 2.280 -1.628  0.0000
78 H -3.414 1.529 -1.820  0.0000
79 H -4.415 1.826 -3.271  0.0000
80 O 0.167 -5.278 -3.400  0.0005
81 C -0.001 -4.315 -4.099  0.0008
82 N -0.400 -4.487 -5.270  -0.0001
83 C 0.444 -2.921 -3.563  0.0019
84 H -0.514 -5.412 -5.660  -0.0001
85 H -0.356 -3.729 -5.936  0.0000
86 H 1.203 -2.430 -4.173  0.0001
87 H 0.782 -3.044 -2.534  -0.0019
88 H -0.457 -2.314 -3.648  -0.0007
89 C -0.285 0.621 -6.121  0.0000
90 Cl -0.169 -1.002 -6.956  0.0000
91 Cl -1.583 1.677 -6.887  0.0000
92 Cl 1.285 1.487 -6.329  0.0000
93 H -0.439 0.538 -5.046  0.0000
94 C -5.233 -5.635 3.823  0.0000
95 O -5.483 -4.460 3.004  0.0003
96 C -5.492 -3.284 3.772  -0.0007
97 C -5.469 -2.193 2.728  0.0017
98 N -4.244 -2.041 1.924  -0.0065
99 C -4.587 -1.217 0.778  0.0213
100 C -5.334 -1.787 -0.332  0.0004
101 O -4.474 -2.865 -0.814  -0.0001
102 C -4.496 -2.972 -2.240  0.0002
103 H -5.772 -5.498 4.761  0.0000
104 H -4.159 -5.747 3.973  0.0000
105 H -5.558 -6.563 3.354  0.0000
106 H -4.667 -3.242 4.483  0.0018
107 H -6.464 -3.315 4.266  0.0000
108 H -5.802 -1.258 3.178  -0.0001
109 H -6.343 -2.468 2.137  0.0001
110 H -3.945 -2.921 1.528  -0.0002
111 H -3.671 -0.932 0.262  -0.0155
112 H -5.171 -0.413 1.226  0.0024
113 H -5.491 -0.941 -1.001  0.0001
114 H -6.319 -2.204 -0.124  0.0001
115 H -4.193 -2.046 -2.729  -0.0001
116 H -5.540 -3.101 -2.525  0.0000
117 H -3.892 -3.813 -2.581  0.0001

| no. | E_tot (eV) |
| --- | --- |
| 1 | -192573.9109 |
| 2 | -110586.1499 |